Density functional theory data (ωB97M-V with the def2-TZVPD basis set) for a cluster of 2 separate species, C4H11FNO in total in a non-equilibrium geometry.

Calculated values
Total charge: +1
Spin multiplicity: 1
Relative energy (zero: lowest compared OMol25 entry of this formula, charge and spin): 290.7 kJ/mol
Total energy: -10570.498 eV

Atoms and positions in Å:
C (-0.33589, -1.68165, -0.27495)
C (1.64072, 0.99438, -0.70237)
C (-1.56292, 0.50843, -0.71996)
C (-0.53630, -0.23120, 0.07093)
N (-0.32287, 0.20317, 1.44025)
O (2.22816, 0.57373, 0.34458)
F (-2.42127, 1.28820, 0.11622)
H (-1.29469, -2.30650, 0.04198)
H (0.10933, -1.95888, -1.27893)
H (0.44427, -1.99860, 0.37604)
H (1.09650, 1.93587, -0.55661)
H (1.83292, 0.84923, -1.77612)
H (-1.03268, 1.23883, -1.37497)
H (-2.12409, -0.29886, -1.19599)
H (0.54613, -0.30205, 1.81610)
H (-1.08376, 0.11645, 2.12582)
H (-0.08025, 1.17783, 1.33694)
H (2.89670, -0.10840, 0.21102)

***

Density functional theory data (ωB97M-V with the def2-TZVPD basis set) for a cluster of 3 separate species, C4H11IN2OS in total in a non-equilibrium geometry.

Calculated values
Spin multiplicity: 3
Expectation value of S²: 2.013
Total energy: -28284.751 eV

Atoms and positions in Å:
C (-0.90062, 1.03976, 0.06576)
C (2.32168, 0.16133, 0.17059)
C (-0.09930, 0.13088, 1.00490)
C (0.99835, -0.52306, 0.15529)
N (-2.57816, -2.17599, -1.08935)
N (0.51269, -1.43801, -0.57533)
O (-2.05794, -2.65140, 1.35007)
S (-1.73916, -2.97998, -0.05206)
I (-4.56467, 0.51814, 0.03108)
H (-0.34642, 1.99189, -0.38714)
H (-1.08286, 0.49783, -0.85170)
H (-1.76256, 1.43320, 0.60764)
H (2.43736, 0.86268, -0.55961)
H (2.57976, 0.59832, 1.08638)
H (3.07211, -0.66270, -0.05975)
H (0.41259, 0.56678, 1.82087)
H (-0.69214, -0.57491, 1.44703)
H (-3.40219, -0.17339, -0.79227)
H (-2.38764, -2.40270, -2.06678)
H (1.15444, -1.88109, -1.22981)

***

Density functional theory data (ωB97M-V with the def2-TZVPD basis set) for a structure of composition C4H11IOSi in a non-equilibrium geometry.

Calculated values
Spin multiplicity: 1
Relative energy (zero: lowest compared OMol25 entry of this formula, charge and spin): 138.5 kJ/mol
Total energy: -22351.214 eV

Atoms and positions in Å:
C (0.11888, 0.52511, 1.54835)
C (-0.31042, -2.16616, -1.34632)
C (-0.86872, 1.07839, 0.62122)
C (2.37623, -0.05516, -1.28132)
O (-0.83367, 0.61713, -0.65383)
Si (0.03888, -0.29513, -1.63121)
I (3.43611, -1.14999, -2.71546)
H (0.33194, 0.95930, 2.57531)
H (-0.18530, -0.51280, 1.77748)
H (1.04539, 0.52441, 1.14468)
H (0.58342, -2.60930, -0.92483)
H (-1.19794, -2.42009, -0.80821)
H (-0.28794, -2.51968, -2.41139)
H (-0.67648, 2.19502, 0.69097)
H (-1.92812, 0.91856, 1.01300)
H (2.71334, 0.87311, -1.00996)
H (2.49150, -0.72308, -0.45123)
H (-0.04259, 0.36318, -2.96478)

***

Density functional theory data (ωB97M-V with the def2-TZVPD basis set) for a structure of composition C4H11InNO in a non-equilibrium geometry.

Calculated values
Total charge: +3
Spin multiplicity: 1
Relative energy (zero: lowest compared OMol25 entry of this formula, charge and spin): 0.0 kJ/mol
Total energy: -13000.458 eV

Atoms and positions in Å:
In (-11.70466, -6.57462, 19.77863)
C (-6.67629, -11.43514, 16.67822)
C (-7.05196, -10.28907, 17.66582)
C (-6.95291, -8.89767, 16.90633)
O (-7.06720, -7.84059, 17.78186)
C (-5.78022, -7.34921, 18.27426)
N (-8.41544, -10.54874, 18.08935)
H (-7.17052, -11.34587, 15.71082)
H (-6.92256, -12.40575, 17.10878)
H (-5.60665, -11.37043, 16.47877)
H (-6.43604, -10.11541, 18.54819)
H (-7.89559, -8.77836, 16.37228)
H (-6.16305, -8.85499, 16.15639)
H (-5.38020, -6.50447, 17.71346)
H (-5.04603, -8.14918, 18.36979)
H (-5.91255, -6.83809, 19.22786)
H (-9.05557, -10.84032, 17.36457)
H (-8.42427, -11.19994, 18.86134)